No. 1
The following is a DFT calculation (wB97M-V/def2-TZVPD) of a cluster of 13 separate species, C62H163N13O18 in total in a non-equilibrium geometry.

The geometry in XYZ format:
```
256
C62H163N13O18, DFT wB97M-V/def2-TZVPD
C -4.73 -2.64 -2.77
C -3.28 -2.94 -3.14
C -2.69 -4.19 -2.46
O -1.28 -4.16 -2.80
C -0.41 -3.85 -1.78
N -3.13 -2.87 -4.61
H -5.37 -2.59 -3.68
H -4.79 -1.70 -2.25
H -5.15 -3.43 -2.10
H -2.63 -2.14 -2.80
H -3.15 -5.04 -2.88
H -2.86 -4.08 -1.39
H 0.59 -3.88 -2.22
H -0.40 -4.58 -0.94
H -0.52 -2.83 -1.37
H -3.65 -3.74 -4.97
H -2.18 -2.92 -4.92
C 5.10 3.89 -2.71
C 4.47 2.91 -1.70
C 3.31 3.63 -1.02
O 3.73 4.81 -0.37
C 2.72 5.42 0.41
N 3.96 1.70 -2.26
H 4.30 4.29 -3.35
H 5.83 3.42 -3.31
H 5.65 4.70 -2.18
H 5.22 2.75 -0.89
H 2.82 2.99 -0.22
H 2.51 3.92 -1.73
H 1.84 5.56 -0.25
H 2.98 6.37 0.91
H 2.34 4.73 1.22
H 4.61 0.91 -2.12
H 3.85 1.79 -3.28
C -3.87 0.71 -4.27
C -2.93 1.38 -3.22
C -3.34 2.82 -2.90
O -2.86 3.63 -3.89
C -3.46 4.95 -3.98
N -3.04 0.76 -1.88
H -3.81 1.35 -5.15
H -4.87 0.60 -3.80
H -3.64 -0.32 -4.61
H -1.92 1.34 -3.60
H -2.95 3.08 -1.92
H -4.42 2.82 -2.93
H -4.59 4.96 -4.13
H -3.02 5.50 -4.80
H -3.22 5.39 -3.02
H -2.42 1.29 -1.26
H -2.70 -0.23 -1.85
C -3.20 6.55 0.40
C -2.06 5.65 0.92
C -0.97 5.44 -0.07
O -1.38 4.91 -1.30
C -0.33 4.25 -1.95
N -1.45 6.20 2.12
H -3.66 6.17 -0.54
H -2.73 7.54 0.28
H -4.07 6.54 1.08
H -2.41 4.63 1.22
H -0.37 4.70 0.47
H -0.33 6.29 -0.23
H -0.02 3.37 -1.38
H 0.51 4.90 -2.00
H -0.75 3.93 -2.89
H -2.18 6.35 2.81
H -1.15 7.15 1.79
C 3.86 1.33 -6.87
C 3.43 2.70 -7.41
C 3.43 3.79 -6.29
O 2.54 3.39 -5.28
C 1.18 3.63 -5.55
N 4.33 3.10 -8.50
H 3.09 1.14 -6.10
H 4.76 1.27 -6.33
H 3.80 0.61 -7.67
H 2.39 2.56 -7.71
H 3.15 4.74 -6.64
H 4.42 3.86 -5.85
H 1.08 4.69 -5.86
H 0.56 3.34 -4.70
H 0.79 3.09 -6.42
H 4.20 4.07 -8.79
H 3.98 2.62 -9.34
C 0.50 -1.39 -8.08
C -0.70 -1.16 -7.16
C -0.49 -0.43 -5.83
O 0.21 -1.25 -4.91
C 0.26 -0.72 -3.63
N -1.69 -0.45 -7.99
H 1.24 -2.10 -7.62
H 0.94 -0.41 -8.33
H 0.07 -1.78 -8.98
H -1.15 -2.16 -6.87
H -1.39 -0.03 -5.39
H 0.15 0.46 -6.01
H 0.53 -1.53 -2.96
H -0.74 -0.28 -3.37
H 0.97 0.13 -3.60
H -2.47 -0.26 -7.46
H -1.29 0.42 -8.26
C 3.95 0.87 6.29
C 2.96 0.55 5.25
C 2.28 1.92 4.92
O 1.53 1.73 3.73
C 0.89 2.96 3.31
N 3.53 -0.13 4.13
H 4.75 0.15 6.46
H 3.58 1.15 7.29
H 4.57 1.76 6.08
H 2.16 -0.05 5.67
H 3.04 2.71 4.76
H 1.50 2.12 5.67
H 1.60 3.80 3.16
H 0.27 3.33 4.14
H 0.31 2.71 2.44
H 4.48 0.30 3.95
H 3.05 0.14 3.28
C 2.57 -0.01 0.60
C 1.28 -0.24 -0.12
C 0.19 -0.57 0.82
O -0.96 -0.76 0.08
C -1.98 -1.46 0.71
N 0.90 0.94 -0.80
H 2.46 0.84 1.31
H 3.30 0.14 -0.16
H 2.91 -0.81 1.25
H 1.38 -1.14 -0.74
H 0.05 0.27 1.50
H 0.45 -1.54 1.29
H -2.34 -0.92 1.56
H -1.59 -2.39 1.12
H -2.75 -1.74 -0.05
H 0.07 0.68 -1.35
H 1.67 1.28 -1.39
C 3.01 -4.38 2.57
O 4.39 -4.53 2.25
C 5.30 -3.65 2.92
C 6.70 -4.09 2.62
N 7.11 -3.76 1.15
C 8.36 -4.42 0.82
C 8.82 -3.89 -0.58
O 7.88 -4.29 -1.56
C 8.44 -4.42 -2.80
H 2.49 -5.19 2.05
H 2.70 -3.37 2.23
H 2.72 -4.44 3.63
H 4.99 -3.75 3.99
H 5.08 -2.60 2.67
H 6.68 -5.21 2.64
H 7.52 -3.70 3.25
H 6.35 -4.14 0.59
H 8.35 -5.55 0.87
H 9.13 -3.93 1.49
H 9.81 -4.34 -0.73
H 8.80 -2.82 -0.53
H 8.98 -3.54 -3.07
H 7.63 -4.49 -3.53
H 9.21 -5.19 -2.85
C -1.40 0.68 4.76
O -1.76 1.33 3.61
C -3.14 1.11 3.37
C -3.56 1.81 2.06
N -4.90 2.34 2.12
C -5.41 3.01 0.92
C -6.89 3.24 1.14
O -7.03 4.14 2.27
C -8.33 4.27 2.75
H -1.68 -0.38 4.70
H -1.90 1.16 5.65
H -0.32 0.80 4.81
H -3.66 1.59 4.20
H -3.31 0.07 3.48
H -3.48 1.10 1.19
H -2.82 2.60 1.92
H -4.94 2.92 2.92
H -5.32 2.30 0.10
H -4.89 3.90 0.61
H -7.29 2.29 1.50
H -7.33 3.63 0.23
H -9.06 4.31 1.90
H -8.40 5.20 3.31
H -8.65 3.43 3.37
C -6.19 -1.43 3.31
O -5.22 -2.07 2.40
C -5.44 -1.72 1.04
C -6.85 -1.88 0.61
N -7.27 -3.32 0.66
C -8.66 -3.54 0.53
C -8.98 -5.06 0.54
O -8.52 -5.53 1.79
C -8.81 -6.90 1.95
H -5.88 -1.63 4.36
H -7.22 -1.80 3.31
H -6.20 -0.36 3.15
H -4.79 -2.41 0.52
H -5.07 -0.69 0.82
H -6.91 -1.54 -0.42
H -7.57 -1.28 1.14
H -6.92 -3.95 1.37
H -9.07 -3.19 -0.40
H -9.33 -3.14 1.34
H -8.63 -5.54 -0.36
H -10.12 -5.01 0.50
H -9.79 -7.01 2.35
H -8.07 -7.26 2.66
H -8.64 -7.44 1.05
C 0.83 -2.30 5.26
O -0.42 -3.00 5.38
C -0.99 -3.27 4.18
C -2.21 -4.25 4.42
N -2.86 -4.53 3.16
C -3.88 -5.61 3.24
C -4.76 -5.66 2.04
O -4.07 -5.97 0.84
C -4.97 -6.02 -0.23
H 1.21 -2.12 6.27
H 0.67 -1.37 4.70
H 1.65 -2.88 4.78
H -0.37 -3.69 3.39
H -1.27 -2.24 3.68
H -2.80 -3.80 5.25
H -1.71 -5.12 4.88
H -3.31 -3.65 2.97
H -4.64 -5.42 4.07
H -3.41 -6.61 3.49
H -5.21 -4.70 1.87
H -5.52 -6.41 2.27
H -5.17 -5.03 -0.65
H -5.99 -6.41 0.00
H -4.47 -6.66 -0.94
C 5.03 2.77 2.42
O 5.26 3.21 3.75
C 6.51 3.83 3.97
C 7.69 2.89 3.80
N 7.47 1.66 4.50
C 8.14 0.44 4.12
C 7.97 -0.01 2.72
O 6.59 -0.26 2.38
C 6.36 -0.51 0.99
H 5.61 1.86 2.20
H 5.37 3.54 1.71
H 3.96 2.65 2.36
H 6.51 4.11 5.09
H 6.60 4.83 3.44
H 8.55 3.42 4.09
H 7.82 2.65 2.70
H 6.51 1.56 4.80
H 7.75 -0.44 4.69
H 9.20 0.59 4.34
H 8.54 -0.93 2.56
H 8.31 0.73 1.92
H 7.09 -1.26 0.68
H 6.53 0.37 0.39
H 5.40 -0.91 0.89
```

As for the highest occupied orbital energy: -8.41 eV. The calculation puts the HOMO-LUMO gap at 0.332 hartree. The energy above the lowest of the compared OMol25 structures with the same formula, charge and spin comes out at 15.5 kcal per mole. The total energy is -4525.68324 a.u.

***

No. 2
The following is a DFT calculation (wB97M-V/def2-TZVPD) of a structure of composition FInNO2S2 in a non-equilibrium geometry.

The geometry in XYZ format:
```
7
FInNO2S2, DFT wB97M-V/def2-TZVPD
In -0.53 1.35 -0.82
F -2.34 1.36 0.12
N -0.03 -1.54 0.53
S -1.26 -1.07 -0.29
S 1.39 -0.44 0.77
O 1.09 0.77 -0.15
O 2.48 -1.25 0.15
```

Its charge is +1. As for the highest occupied orbital energy (alpha / beta): -14.78 / -14.78 eV. The calculation puts the HOMO-LUMO gap (alpha / beta) at 0.225 / 0.225 hartree. The energy above the lowest of the compared OMol25 structures with the same formula, charge and spin comes out at 3.2 kcal per mole. The total energy is -1291.18095 a.u.